[1]
The following is a DFT calculation (ωB97M-V/def2-TZVPD) of a molecular structure, C39H27Cl4FN4O3PbS.

Each line ends with the Mulliken charge.
CARTESIAN COORDINATES (ANGSTROEM)
Pb1 -0.673 0.624 -0.857  1.49
S1 -4.869 3.257 -0.768  -0.41
C1 -3.850 4.223 -1.789  1.07
C2 -4.152 5.389 -2.480  -0.70
C3 -3.147 5.987 -3.217  -0.46
C4 -1.863 5.439 -3.260  -0.86
C5 -1.561 4.278 -2.576  -0.09
C6 -2.566 3.654 -1.838  -1.16
N1 -2.435 2.501 -1.094  0.42
C7 -3.524 2.172 -0.474  0.58
C8 -3.626 1.004 0.397  0.82
C9 -4.786 0.784 1.148  -0.99
C10 -4.877 -0.316 1.979  -0.74
C11 -3.816 -1.206 2.063  -0.70
C12 -2.662 -0.992 1.316  -0.35
C13 -2.544 0.111 0.484  -0.25
H1 -5.147 5.814 -2.436  0.42
H2 -3.360 6.895 -3.765  0.41
H3 -1.095 5.936 -3.838  0.41
H4 -0.566 3.850 -2.595  0.47
H5 -5.613 1.483 1.084  0.38
H6 -5.774 -0.480 2.562  0.39
H7 -3.888 -2.074 2.706  0.42
H8 -1.850 -1.708 1.377  0.51
Cl1 5.481 -2.760 -1.706  -0.14
C14 3.811 -2.485 -1.407  0.41
C15 2.886 -3.544 -1.562  0.32
Cl2 3.450 -5.104 -2.010  -0.20
C16 1.540 -3.325 -1.358  0.57
Cl3 0.388 -4.581 -1.598  -0.19
C17 1.045 -2.060 -0.942  -0.50
O1 -0.190 -1.802 -0.851  -0.67
C18 2.019 -1.007 -0.657  0.61
O2 1.619 0.085 -0.141  -0.85
C19 3.373 -1.241 -1.000  -0.06
Cl4 4.486 0.057 -0.766  -0.14
F1 -3.401 -3.337 -5.533  -0.34
C20 -2.623 -2.351 -5.049  0.43
C21 -3.094 -1.049 -5.086  -0.78
C22 -2.301 -0.039 -4.584  -0.30
C23 -1.021 -0.308 -4.059  0.94
C24 -0.202 0.743 -3.537  -1.97
C25 -0.586 -1.649 -4.041  -0.14
C26 -1.380 -2.666 -4.531  -0.78
H9 -4.069 -0.850 -5.513  0.45
H10 -2.657 0.985 -4.596  0.41
H11 -0.501 1.763 -3.747  0.57
H12 0.864 0.568 -3.451  0.46
H13 0.394 -1.879 -3.644  0.50
H14 -1.054 -3.697 -4.504  0.46
C27 5.019 -5.301 2.787  -1.57
C28 4.320 -3.985 3.000  0.45
C29 4.387 -2.973 2.049  -0.57
C30 3.759 -1.758 2.259  0.04
C31 3.043 -1.524 3.427  0.33
N2 2.404 -0.265 3.537  -0.16
C32 1.827 0.277 4.640  0.25
O3 1.824 -0.193 5.758  -0.69
N3 1.233 1.537 4.445  -0.04
C33 0.728 2.180 3.326  0.05
C34 0.512 3.560 3.371  -0.46
C35 0.018 4.213 2.259  -0.99
C36 -0.265 3.479 1.118  -0.37
N4 -0.110 2.160 1.084  0.20
C37 0.359 1.522 2.153  -0.79
C38 2.972 -2.522 4.394  -0.56
C39 3.606 -3.734 4.168  -0.65
H15 5.254 -5.453 1.733  0.32
H16 4.402 -6.133 3.128  0.37
H17 5.955 -5.332 3.348  0.32
H18 4.941 -3.133 1.131  0.43
H19 3.828 -0.978 1.512  0.36
H20 2.507 0.321 2.723  0.29
H21 1.107 2.012 5.323  0.26
H22 0.744 4.109 4.276  0.40
H23 -0.146 5.281 2.273  0.43
H24 -0.638 3.954 0.220  0.29
H25 0.409 0.444 2.068  1.13
H26 2.427 -2.350 5.308  0.44
H27 3.540 -4.506 4.926  0.38

## Properties
E: -4478.8137 Ha
energy relative to the best compared isomer or geometry (same formula, charge and spin): 11.8 kcal per mole
spin multiplicity: 1
gap between HOMO and LUMO (spin up / spin down): 4.706 / 6.840 eV
net charge: 0

***

[2]
The following is a DFT calculation (ωB97M-V/def2-TZVPD) of 3 unconnected molecules or ions with the total composition C30H55IN4O9 at a distorted geometry.

Each line ends with the Mulliken charge.
CARTESIAN COORDINATES (ANGSTROEM)
C1 5.403 2.677 -3.708  -0.95
C2 4.548 1.464 -4.427  -0.12
O1 4.173 0.500 -3.374  -0.31
C3 3.396 -0.638 -3.951  -0.35
C4 2.311 -1.105 -2.793  0.08
O2 1.870 -2.504 -2.909  -0.43
C5 0.635 -2.640 -3.696  -0.42
C6 -0.711 -2.972 -2.768  -0.43
O3 -0.617 -2.097 -1.589  -0.06
C7 -1.945 -1.786 -1.020  -0.35
C8 -2.744 -0.612 -1.877  0.48
C9 -1.834 0.231 -2.971  -0.12
C10 -2.594 1.375 -3.867  -0.17
C11 -4.192 1.708 -3.715  -0.05
C12 -5.119 0.918 -2.617  -0.58
C13 -4.346 -0.250 -1.704  0.20
N1 -5.110 -1.048 -0.641  -0.53
C14 -4.576 2.881 -4.826  0.28
O4 -5.785 3.433 -5.062  -0.54
N2 -3.224 3.117 -5.462  0.32
C15 -3.159 3.972 -6.707  -0.96
I1 -3.727 6.036 -6.173  0.07
C16 -3.955 3.368 -8.009  -0.14
C17 -2.913 2.686 -9.118  -0.86
C18 -1.977 2.376 -5.035  0.46
O5 -0.695 2.470 -5.400  -0.61
H1 6.001 3.308 -4.524  0.29
H2 4.701 3.423 -3.138  0.25
H3 6.172 2.270 -2.891  0.26
H4 3.540 1.908 -4.879  0.23
H5 5.221 0.951 -5.254  0.23
H6 2.835 -0.200 -4.893  0.25
H7 4.146 -1.488 -4.261  0.21
H8 1.429 -0.332 -2.836  -0.01
H9 2.861 -0.929 -1.749  0.19
H10 0.494 -1.664 -4.354  0.20
H11 0.761 -3.537 -4.472  0.30
H12 -0.802 -4.123 -2.517  0.30
H13 -1.641 -2.665 -3.449  0.32
H14 -1.733 -1.322 0.058  0.06
H15 -2.555 -2.790 -0.938  0.35
H16 -0.696 0.048 -3.177  0.18
H17 -6.259 1.162 -2.497  0.24
H18 -5.192 -2.055 -0.903  0.24
H19 -6.076 -0.678 -0.505  0.27
H20 -2.010 4.035 -7.023  0.51
H21 -4.474 4.278 -8.576  0.29
H22 -4.711 2.525 -7.709  0.25
H23 -2.863 3.332 -10.101  0.25
H24 -3.240 1.566 -9.350  0.25
H25 -1.803 2.602 -8.698  0.25
C19 2.193 -4.062 4.447  -0.54
O6 0.987 -4.801 4.280  -0.34
C20 0.209 -4.907 5.482  -0.77
C21 -1.056 -4.041 5.397  -0.21
N3 -0.739 -2.614 5.450  -0.03
C22 -1.842 -1.734 5.057  -0.72
C23 -2.436 -1.899 3.640  -0.58
O7 -1.559 -1.495 2.587  -0.37
C24 -0.585 -2.463 2.226  -0.18
H26 2.812 -4.224 3.561  0.22
H27 1.986 -2.993 4.522  0.15
H28 2.748 -4.399 5.327  0.37
H29 0.801 -4.682 6.376  0.33
H30 -0.096 -5.957 5.552  0.42
H31 -1.720 -4.292 6.232  0.42
H32 -1.568 -4.303 4.466  0.18
H33 0.047 -2.426 4.826  -0.30
H34 -1.470 -0.704 5.146  0.22
H35 -2.650 -1.839 5.791  0.46
H36 -3.300 -1.226 3.574  0.40
H37 -2.830 -2.904 3.457  0.39
H38 -0.958 -3.486 2.318  0.23
H39 0.315 -2.323 2.828  -0.20
H40 -0.301 -2.294 1.184  0.37
C25 2.193 3.441 6.773  -0.73
O8 1.151 3.112 5.860  -0.31
C26 1.282 3.758 4.584  -0.84
C27 1.690 2.753 3.498  0.05
N4 3.069 2.298 3.670  -0.33
C28 3.421 1.118 2.879  -1.17
C29 2.606 -0.176 3.099  0.10
O9 2.822 -0.795 4.368  -0.47
C30 2.086 -0.221 5.438  -0.48
H41 1.895 3.091 7.765  0.23
H42 3.121 2.934 6.503  0.31
H43 2.357 4.522 6.819  0.34
H44 1.962 4.615 4.626  0.39
H45 0.287 4.146 4.341  0.40
H46 1.589 3.227 2.514  0.39
H47 0.984 1.918 3.545  -0.05
H48 3.222 2.072 4.654  0.14
H49 4.473 0.893 3.100  0.38
H50 3.376 1.386 1.816  0.42
H51 2.955 -0.904 2.356  0.41
H52 1.537 -0.045 2.905  0.11
H53 1.104 0.143 5.122  0.16
H54 2.667 0.581 5.897  0.20
H55 1.938 -0.986 6.204  0.36

## Properties
SMILES: CCOCCOCCOCc1cc2c(cc1N)C(=O)N([C@H](I)CC)C2=O.COCCNCCOC.COCCNCCOC
E: -2369.3121 Ha
energy relative to the best compared isomer or geometry (same formula, charge and spin): 358.3 kcal per mole
spin multiplicity: 1
gap between HOMO and LUMO: 7.155 eV
net charge: 0

***

[3]
The following is a DFT calculation (ωB97M-V/def2-TZVPD) of 2 unconnected molecules or ions with the total composition C4H12N2O2 at a distorted geometry.

Each line ends with the Mulliken charge.
CARTESIAN COORDINATES (ANGSTROEM)
O1 0.960 -1.864 -1.463  -0.38
C1 -0.366 -1.308 -1.365  -0.37
C2 -0.603 -1.007 0.062  0.17
C3 -1.046 -2.132 1.002  -0.96
N1 -0.012 0.223 0.666  -0.28
C4 -0.567 1.486 0.171  -0.33
N2 0.117 2.552 0.879  -0.73
H1 -1.071 -2.037 -1.837  0.36
H2 -0.341 -0.383 -1.932  0.22
H3 -0.375 -2.123 1.896  0.33
H4 -0.943 -3.138 0.473  0.30
H5 -2.080 -2.034 1.358  0.34
H6 1.030 0.381 0.532  0.40
H7 -0.379 1.572 -0.973  0.25
H8 -1.642 1.524 0.344  0.36
H9 -0.227 3.475 0.548  0.25
H10 1.117 2.416 0.599  0.43
H11 1.085 -1.634 -0.551  0.41
H12 3.086 2.232 -0.233  0.19
O2 2.256 1.799 -0.176  -0.95

## Properties
E: -419.3500 Ha
energy relative to the best compared isomer or geometry (same formula, charge and spin): 187.3 kcal per mole
spin multiplicity: 1
gap between HOMO and LUMO: 4.294 eV
net charge: 0

***

[4]
The following is a DFT calculation (ωB97M-V/def2-TZVPD) of a single C3H9OPS2 molecule at a distorted geometry.

Each line ends with the Mulliken charge.
CARTESIAN COORDINATES (ANGSTROEM)
C1 -1.416 0.847 -0.536  -1.17
C2 -0.539 -0.357 -0.104  0.35
C3 -0.931 -0.900 1.248  -1.30
P1 1.291 0.331 -0.026  0.46
O1 1.450 0.358 -1.648  -0.53
S1 1.633 1.871 1.052  -0.30
S2 2.296 -1.450 0.480  -0.31
H1 -2.098 0.474 -1.280  0.31
H2 -2.037 1.206 0.364  0.30
H3 -0.837 1.788 -0.815  0.29
H4 -0.565 -1.063 -1.013  0.40
H5 -1.894 -0.569 1.838  0.31
H6 -0.170 -0.609 1.946  0.35
H7 -1.038 -1.990 1.206  0.30
H8 1.693 1.206 -2.055  0.35
H9 3.163 -1.144 -0.657  0.19

## Properties
SMILES: CC(C)[P@@](O)(=S)S
E: -1332.6963 Ha
energy relative to the best compared isomer or geometry (same formula, charge and spin): 32.7 kcal per mole
spin multiplicity: 1
gap between HOMO and LUMO: 9.584 eV
net charge: 0

***

[5]
The following is a DFT calculation (ωB97M-V/def2-TZVPD) of a single C14H13BrN4O3 molecule at a distorted geometry.

Each line ends with the Mulliken charge.
CARTESIAN COORDINATES (ANGSTROEM)
O1 -3.096 2.270 -1.126  -0.64
C1 -2.550 1.374 -0.525  0.60
C2 -3.109 -0.062 -0.547  -0.37
O2 -2.181 -1.067 -0.920  -0.23
N1 -1.136 -1.151 -0.027  -0.39
C3 -0.221 -2.007 -0.254  -0.09
C4 -0.183 -3.009 -1.374  -0.59
C5 1.235 -3.463 -1.727  -0.87
C6 1.968 -4.039 -0.510  -0.65
C7 1.941 -3.018 0.557  0.57
N2 2.792 -2.779 1.510  -0.56
O3 2.323 -1.717 2.188  -0.09
N3 1.173 -1.266 1.677  -0.37
C8 0.891 -2.046 0.664  0.83
N4 -1.452 1.482 0.261  -0.03
C9 -0.648 2.597 0.497  0.37
C10 0.516 2.396 1.241  -0.34
C11 1.355 3.455 1.521  -0.70
C12 1.029 4.719 1.055  0.12
Br1 2.186 6.183 1.438  -0.21
C13 -0.122 4.933 0.316  -0.56
C14 -0.963 3.873 0.037  -0.34
H1 -3.532 -0.282 0.442  0.26
H2 -3.895 -0.120 -1.302  0.32
H3 -0.784 -3.872 -1.066  0.27
H4 -0.675 -2.569 -2.245  0.40
H5 1.800 -2.612 -2.114  0.33
H6 1.185 -4.217 -2.514  0.33
H7 1.458 -4.940 -0.155  0.30
H8 2.996 -4.309 -0.752  0.38
H9 -1.093 0.605 0.641  0.25
H10 0.759 1.405 1.597  0.40
H11 2.255 3.302 2.096  0.42
H12 -0.363 5.923 -0.039  0.42
H13 -1.861 4.028 -0.538  0.48

## Properties
SMILES: O=C(CO/N=C1\CCCc2nonc21)Nc1ccc(Br)cc1
E: -3559.9515 Ha
energy relative to the best compared isomer or geometry (same formula, charge and spin): 105.7 kcal per mole
spin multiplicity: 1
gap between HOMO and LUMO: 7.961 eV
net charge: 0

***

[6]
The following is a DFT calculation (ωB97M-V/def2-TZVPD) of a single C23H23N3O4 molecule.

Each line ends with the Mulliken charge.
CARTESIAN COORDINATES (ANGSTROEM)
C1 6.559 3.980 -0.761  -1.25
C2 5.238 3.297 -0.465  -0.23
O1 5.464 1.887 -0.418  -0.30
C3 4.393 1.122 -0.213  1.16
O2 3.280 1.604 -0.072  -0.75
C4 4.706 -0.317 -0.174  0.07
C5 6.033 -0.728 -0.324  -0.58
C6 6.375 -2.062 -0.286  -0.70
C7 5.384 -3.016 -0.093  -0.56
C8 4.066 -2.639 0.056  -0.59
C9 3.699 -1.292 0.018  0.30
N1 2.387 -0.883 0.161  -0.04
C10 1.266 -1.634 0.380  0.50
O3 1.246 -2.845 0.461  -0.68
C11 0.016 -0.821 0.496  0.93
C12 0.002 0.502 0.965  -0.81
C13 -1.189 1.181 1.071  -1.19
C14 -2.389 0.564 0.710  0.42
C15 -3.654 1.277 0.818  0.59
O4 -3.774 2.423 1.209  -0.73
N2 -4.774 0.529 0.434  0.10
C16 -4.658 -0.758 -0.010  0.78
N3 -3.544 -1.392 -0.108  -0.62
C17 -2.385 -0.762 0.248  0.02
C18 -1.170 -1.446 0.154  -0.51
C19 -5.889 -1.500 -0.430  -1.10
C20 -6.521 -0.928 -1.706  -0.58
C21 -7.417 0.279 -1.446  -0.68
C22 -6.669 1.474 -0.862  -0.65
C23 -6.062 1.195 0.513  -1.10
H1 7.284 3.748 0.014  0.31
H2 6.950 3.640 -1.717  0.31
H3 6.412 5.055 -0.800  0.40
H4 4.493 3.510 -1.239  0.32
H5 4.828 3.621 0.499  0.32
H6 6.792 0.024 -0.470  0.48
H7 7.405 -2.361 -0.403  0.41
H8 5.642 -4.064 -0.060  0.41
H9 3.298 -3.380 0.205  0.53
H10 2.275 0.129 0.083  0.15
H11 0.914 0.994 1.268  0.45
H12 -1.226 2.198 1.434  0.48
H13 -1.162 -2.469 -0.188  0.52
H14 -5.571 -2.527 -0.613  0.33
H15 -6.625 -1.507 0.376  0.39
H16 -7.122 -1.711 -2.172  0.31
H17 -5.728 -0.660 -2.407  0.39
H18 -7.882 0.581 -2.386  0.34
H19 -8.219 -0.010 -0.761  0.29
H20 -7.367 2.308 -0.761  0.35
H21 -5.875 1.788 -1.542  0.38
H22 -6.747 0.600 1.123  0.42
H23 -5.866 2.141 1.026  0.48

## Properties
SMILES: CCOC(=O)c1ccccc1NC(=O)c1ccc2c(=O)n3c(nc2c1)CCCCC3
E: -1355.5870 Ha
energy relative to the best compared isomer or geometry (same formula, charge and spin): 0.0 kcal per mole
spin multiplicity: 1
gap between HOMO and LUMO: 8.567 eV
net charge: 0